(1)
C8H13Cl2N3O3PrRh | wB97M-V/def2-TZVPD

The expectation value of S² is 12.055. As for the total charge: +4. For the HOMO energy (spin up / spin down), the calculation gives -20.97 / -21.83 eV. As for the spin multiplicity: 7.

Each line ends with the Mulliken spin population.
Atoms and positions in Å:
N1 -3.4467 -0.6034 2.3958  0.46
C1 -2.3173 -0.9438 1.7536  -0.09
Cl1 0.8177 1.3570 -1.8622  0.32
H1 -0.1116 -2.2005 3.6981  0.01
C2 -0.6419 -2.6097 1.2743  0.03
Rh1 -0.2319 0.1523 -0.1253  2.41
C3 0.8736 0.2759 -8.6084  0.00
H2 -1.1173 -3.4936 0.8280  0.03
Cl2 -0.7846 -1.1074 -6.8388  -0.03
H3 -2.7783 0.2669 0.2815  0.00
N2 -1.5558 -1.9686 2.2018  0.50
H4 0.2205 -2.9796 1.8200  0.00
C4 -4.0261 -1.3109 3.5168  0.00
C5 -4.2435 0.5011 1.9256  -0.01
H5 -3.6099 1.3940 1.8482  0.02
O1 2.3281 0.1777 1.4284  0.00
C6 -1.1960 -2.0654 3.6022  0.01
Pr1 0.7571 0.7463 -6.1466  2.04
O2 1.2708 0.2873 -9.6940  0.00
H6 -3.5056 -1.0216 4.4367  0.03
H7 -3.9787 -2.3991 3.4097  0.02
H8 -4.7525 0.3161 0.9591  0.04
H9 -1.4865 -1.2012 4.2121  0.01
H10 -0.3075 -1.8153 0.5436  -0.02
O3 3.0394 1.9647 -8.7633  0.00
H11 -5.0253 0.6551 2.6662  0.01
N3 -2.0083 -0.3041 0.6163  0.11
C7 2.4727 1.7662 -7.7719  0.00
H12 -1.6630 -2.9686 4.0145  0.04
H13 -5.0814 -1.0078 3.5409  0.01
C8 1.3570 0.1086 0.7781  0.07

Forces on atoms 1 to 6 (eV/Å):
-0.31 -0.37 0.45
-0.26 0.70 -1.69
-0.43 -0.33 0.05
-0.24 0.02 -0.16
0.47 0.10 -0.46
-2.13 0.65 -3.39


(2)
C8H13F6N3O9S2Te4V | wB97M-V/def2-TZVPD

The expectation value of S² is 3.775. As for the total charge: -2. For the HOMO energy (spin up / spin down), the calculation gives -1.81 / -1.74 eV. As for the spin multiplicity: 4.

Each line ends with the natural charge from an NBO analysis.
Atoms and positions in Å:
Te1 -1.6826 3.2573 1.7568  0.08
C1 2.2596 -2.3333 -0.3426  0.88
Te2 -0.6251 4.3706 3.9162  0.16
F1 -1.4999 -3.4600 -3.6399  -0.32
C2 -2.4217 1.3293 -1.5813  0.14
H1 4.8411 -2.6233 0.5989  0.17
H2 -4.3353 0.4548 -2.0076  0.19
O1 -2.4534 1.2523 -0.1748  -0.76
H3 -3.9696 2.8242 -1.6381  0.20
H4 -2.3390 3.4872 -1.4309  0.22
O2 3.0339 -3.4452 -0.0258  -0.53
N1 -0.8205 -1.6853 -1.3894  -1.21
F2 -2.1046 -3.6546 0.2059  -0.32
H5 3.5272 -2.6013 1.8049  0.20
H6 2.7744 0.6639 -0.7668  0.38
H7 1.8771 0.0428 -2.0390  0.42
F3 -0.5165 -4.8169 -2.2802  -0.32
H8 3.2195 -1.6341 -2.0166  0.38
F4 -2.6071 -3.7554 2.2826  -0.34
C3 -3.2846 0.2588 -2.2348  -0.63
O3 -0.7572 1.4105 -3.2871  -0.66
O4 -2.6558 -0.9481 1.4846  -1.01
S1 -1.3080 -1.5131 1.7173  1.63
H9 4.3098 -4.1386 1.3782  0.18
H10 -2.8396 2.8850 -3.0207  0.22
O5 1.0748 -1.5794 -3.1671  -0.98
C4 -0.3288 -3.7648 -3.0755  0.73
O6 1.3383 -3.0829 -1.2768  -0.76
H11 -3.1379 0.2843 -3.3148  0.22
V1 0.3263 -0.4321 -0.0716  1.16
O7 1.6011 -1.7468 0.6312  -0.80
S2 0.2920 -2.2764 -2.1526  2.10
O8 -0.0321 1.1146 -1.2007  -0.82
C5 3.9835 -3.1729 0.9958  -0.26
C6 -1.6618 -3.3475 1.4215  0.74
N2 3.0230 -1.3273 -1.0710  -0.52
C7 -2.9269 2.7257 -1.9468  -0.61
Te3 -2.1452 6.4024 4.3962  -0.46
O9 -0.8588 -1.6050 3.1027  -0.97
F5 0.5045 -4.1402 -4.0524  -0.33
C8 -0.9680 1.2473 -2.0973  0.80
N3 2.2475 -0.1333 -1.1040  -0.69
H12 -2.6932 0.3822 0.2094  0.53
Te4 0.3726 1.4995 2.0907  -0.37
H13 -3.0059 -0.7298 -1.8719  0.25
F6 -0.5754 -4.0915 1.6530  -0.33

Forces on atoms 1 to 6 (eV/Å):
-0.01 -0.50 -0.49
-0.50 -0.38 -0.29
0.38 0.07 0.35
-0.08 0.08 -0.07
0.00 0.06 -0.01
-0.01 0.01 0.01


no.,total energy (eV)
1,-61193.8575
2,-124244.0584